Record 1
The following is a quantum chemistry calculation of 6 unconnected molecules or ions with the total composition C24H31Cl2N6PS in a non-equilibrium geometry, from the OMol25 dataset.

## Properties
- HOMO level: -7.895 eV
- SMILES: C[C@@H](Cl)[C@@H](Cl)PN=C=S.c1cc[nH]c1.c1cc[nH]c1.c1cc[nH]c1.c1cc[nH]c1.c1cc[nH]c1
- Kohn-Sham gap: 7.6 eV
- F_max: 1.83 eV/Å

```
! wB97M-V def2-TZVPD RIJCOSX def2/J DEFGRID3
* xyz 0 1
C 0.71 2.06 4.75
C -0.55 1.68 4.02
Cl -0.18 1.69 2.26
C -1.10 0.29 4.37
Cl -1.31 0.16 6.14
P -2.81 0.01 3.63
N -3.87 0.76 4.84
C -4.01 1.96 4.67
S -4.05 3.51 4.81
H 1.00 3.07 4.50
H 1.51 1.39 4.45
H 0.57 1.97 5.81
H -1.33 2.39 4.22
H -0.42 -0.49 4.06
H -2.80 0.97 2.59
N -0.73 3.89 -0.22
C -0.32 5.19 -0.30
C -0.49 5.61 -1.59
C -1.03 4.52 -2.32
C -1.17 3.47 -1.45
H -0.72 3.32 0.60
H 0.06 5.70 0.57
H -0.25 6.59 -1.97
H -1.28 4.51 -3.37
H -1.54 2.47 -1.60
N 1.86 2.94 -3.39
C 1.04 2.34 -4.30
C 1.72 1.29 -4.86
C 3.01 1.25 -4.26
C 3.06 2.28 -3.36
H 1.62 3.73 -2.83
H 0.04 2.70 -4.47
H 1.34 0.62 -5.62
H 3.80 0.55 -4.47
H 3.85 2.60 -2.70
N -1.12 -3.18 6.21
C 0.07 -3.84 6.11
C -0.12 -5.14 6.51
C -1.50 -5.26 6.86
C -2.08 -4.04 6.66
H -1.27 -2.22 5.98
H 0.96 -3.33 5.77
H 0.63 -5.90 6.55
H -1.99 -6.15 7.22
H -3.10 -3.72 6.80
N 0.96 -0.35 -0.37
C 0.17 -0.92 -1.32
C 0.90 -1.90 -1.95
C 2.19 -1.91 -1.34
C 2.20 -0.94 -0.37
H 0.69 0.40 0.24
H -0.84 -0.59 -1.48
H 0.56 -2.53 -2.75
H 3.02 -2.55 -1.59
H 2.97 -0.63 0.31
N -0.38 -4.24 -6.71
C -0.02 -3.52 -5.61
C 0.59 -2.37 -6.04
C 0.59 -2.41 -7.46
C -0.02 -3.57 -7.84
H -0.85 -5.13 -6.69
H -0.22 -3.88 -4.61
H 0.99 -1.60 -5.41
H 0.99 -1.66 -8.12
H -0.22 -3.98 -8.82
*
```

Record 2
The following is a quantum chemistry calculation of 2 unconnected molecules or ions with the total composition C5H11O in a non-equilibrium geometry, from the OMol25 dataset.

## Properties
- HOMO level (spin up / spin down): -7.949 / -8.779 eV
- Energy relative to the best compared isomer or geometry (same formula, charge and spin): 37.20 kcal/mol
- Kohn-Sham gap (spin up / spin down): 9.0 / 9.4 eV
- F_max: 1.86 eV/Å
- ⟨S²⟩: 0.754

```
! wB97M-V def2-TZVPD RIJCOSX def2/J DEFGRID3
* xyz 0 2
C -4.27 -1.76 -0.78
C -4.49 -0.30 -0.77
H -4.01 -2.28 -1.70
H -4.48 -2.36 0.11
H -4.85 0.08 -1.74
H -5.27 0.00 -0.03
C -2.51 3.78 -0.71
O -1.39 2.91 -0.76
C -1.35 1.93 0.18
C -0.28 1.12 0.29
H -2.33 4.58 -1.44
H -3.43 3.25 -0.98
H -2.62 4.23 0.29
H -3.57 0.30 -0.49
H -0.23 0.43 1.13
H 0.48 1.07 -0.49
H -2.06 2.05 1.01
*
```

Record 3
The following is a quantum chemistry calculation of a molecular structure, C5H12NO in a non-equilibrium geometry, from the OMol25 dataset.

## Properties
- HOMO level: -1.410 eV
- Energy relative to the best compared isomer or geometry (same formula, charge and spin): 138.74 kcal/mol
- Kohn-Sham gap: 3.8 eV
- F_max: 2.67 eV/Å

```
! wB97M-V def2-TZVPD RIJCOSX def2/J DEFGRID3
* xyz -1 1
C -4.00 -0.66 -0.94
N -3.67 0.06 0.31
C 0.76 0.56 0.11
C 1.98 0.24 0.70
C 3.19 0.11 -0.17
O 2.89 -0.93 -1.00
C -0.42 0.76 1.02
H -4.48 0.01 -1.65
H -3.10 -1.05 -1.47
H -4.61 -1.55 -0.73
H -3.59 -0.71 0.99
H 0.83 1.00 -0.88
H 1.17 -0.63 0.17
H 2.06 0.36 1.78
H 4.09 -0.04 0.48
H 3.41 1.08 -0.69
H -0.46 1.78 1.40
H -1.38 0.53 0.51
H -0.37 0.06 1.86
*
```

Record 4
The following is a quantum chemistry calculation of 2 unconnected molecules or ions with the total composition C6H10O2 in a non-equilibrium geometry, from the OMol25 dataset.

## Properties
- HOMO level: -8.538 eV
- SMILES: C=CC(=C)O.C=CO
- Energy relative to the best compared isomer or geometry (same formula, charge and spin): 78.75 kcal/mol
- Kohn-Sham gap: 9.3 eV
- F_max: 3.71 eV/Å

```
! wB97M-V def2-TZVPD RIJCOSX def2/J DEFGRID3
* xyz 0 1
C -1.33 1.21 -0.15
C 0.41 -0.81 -0.86
C -2.23 0.75 0.71
C -0.20 -1.95 -0.54
O -1.51 2.24 -1.02
H -2.37 2.64 -0.85
H 0.42 -0.46 -1.89
H -2.02 -0.15 1.28
H -3.23 1.16 0.79
H -0.31 -2.31 0.48
H -0.74 -2.50 -1.30
C 1.69 -0.26 -0.08
C 1.87 -0.46 1.23
O 2.58 0.41 -0.88
H 3.35 0.66 -0.35
H -0.21 0.84 -0.14
H 2.72 -0.06 1.76
H 1.10 -0.96 1.80
*
```